[1]
C20H33NO12P2 | wB97M-V/def2-TZVPD

Atoms and positions in Å:
N -2.792 -2.470 -0.417
C -1.270 -2.525 -0.290
C -0.555 -2.433 -1.762
O -1.043 -3.617 -2.545
C 1.080 -2.547 -1.751
C 1.856 -1.358 -0.930
C 1.949 0.113 -1.138
C 1.233 0.967 -2.343
C -0.276 1.386 -1.859
C -0.419 2.035 -0.325
C -1.894 2.473 0.268
C -3.191 2.216 -0.717
C -3.112 1.599 -2.245
C -1.620 1.184 -2.833
C 2.927 0.704 0.080
O 3.105 2.026 0.217
O 3.467 -0.431 0.863
C 2.805 -1.666 0.382
O 2.988 -2.881 0.909
H -3.099 -2.471 -1.418
H -3.165 -1.551 -0.039
H -1.031 -3.610 0.147
H -0.934 -1.663 0.465
H -0.986 -1.488 -2.302
H -0.645 -3.519 -3.475
H 1.455 -2.523 -2.868
H 1.345 -3.589 -1.248
H 1.903 1.930 -2.537
H 1.267 0.354 -3.359
H 0.504 2.209 0.392
H -1.942 2.939 1.352
H -4.246 2.501 -0.290
H -4.051 1.422 -2.932
H -1.482 0.729 -3.918
C 7.705 6.390 0.917
O 6.812 7.004 0.003
P 5.936 5.924 -1.024
O 7.247 5.338 -1.567
O 5.465 7.183 -1.973
C 6.441 8.090 -2.454
O 5.059 4.843 -2.052
C 4.592 3.692 -1.377
H 7.892 7.085 1.739
H 7.272 5.469 1.320
H 8.655 6.175 0.421
H 7.428 7.631 -2.539
H 6.495 8.952 -1.783
H 6.135 8.440 -3.445
H 3.926 3.987 -0.562
H 5.435 3.121 -0.980
H 4.037 3.069 -2.083
C -6.840 -7.291 2.675
O -5.664 -6.522 2.490
P -5.478 -5.176 3.560
O -6.816 -4.587 3.092
O -4.262 -4.582 2.625
C -4.466 -4.442 1.230
O -5.291 -3.829 4.630
C -5.659 -4.125 5.962
H -6.676 -8.285 2.251
H -7.073 -7.392 3.739
H -7.678 -6.824 2.149
H -5.520 -4.303 0.976
H -4.080 -5.327 0.717
H -3.908 -3.567 0.880
H -5.039 -4.940 6.345
H -6.713 -4.408 6.007
H -5.499 -3.237 6.578

2S+1: 1
Molecular weight in g mol⁻¹: 541.43
LUMO in eV: -2.476
HOMO energy in hartree: -0.3299
SMILES string: NC[C@H](O)CC1=C(Cc2ccccc2)C(=O)OC1=O.COP(=O)(OC)OC.COP(=O)(OC)OC

[2]
C37H48BF5Ge2N6SeW | wB97M-V/def2-TZVPD

Atoms and positions in Å:
W 0.267 -0.245 0.310
C 1.584 2.964 -1.646
C 1.447 2.853 -0.172
C 1.661 3.834 0.783
C 1.487 3.236 2.021
C 1.566 3.847 3.372
N 1.182 1.941 1.816
N 1.126 1.699 0.451
B 1.408 0.786 2.835
N 0.079 0.025 3.116
N -0.616 -0.607 2.097
C -1.615 -1.345 2.671
C -2.582 -2.164 1.893
C -1.535 -1.185 4.035
C -0.460 -0.327 4.287
C 0.034 0.147 5.602
N 2.443 -0.126 2.154
N 2.258 -0.551 0.860
C 3.381 -1.203 0.486
C 3.534 -1.757 -0.887
C 4.264 -1.215 1.551
C 3.640 -0.538 2.593
C 4.139 -0.311 3.973
H 2.170 3.848 -1.890
H 0.613 3.054 -2.132
H 2.089 2.089 -2.054
H 1.915 4.864 0.596
H 1.650 4.927 3.281
H 2.432 3.480 3.924
H 0.673 3.614 3.954
H 1.842 1.212 3.849
H -2.748 -1.766 0.894
H -3.536 -2.198 2.418
H -2.230 -3.193 1.794
H -2.185 -1.640 4.764
H -0.624 -0.214 6.387
H 0.061 1.235 5.645
H 1.039 -0.229 5.798
H 2.982 -1.162 -1.613
H 3.176 -2.788 -0.940
H 4.587 -1.762 -1.164
H 5.252 -1.645 1.564
H 5.169 -0.652 4.048
H 3.538 -0.867 4.694
H 4.100 0.743 4.245
C -4.624 -0.251 -0.906
C -3.965 0.594 0.178
Ge -1.985 0.911 0.033
C -1.933 2.365 1.449
C -2.012 3.766 0.838
C -1.915 1.830 -1.697
C -1.121 1.426 -2.691
Ge -0.026 -0.222 -2.255
C 1.314 -0.654 -3.706
C 2.366 0.400 -4.031
C -1.536 -1.520 -2.713
C -1.154 -2.774 -3.505
C -1.222 1.980 -4.051
C -1.423 3.352 -4.240
C -1.750 3.848 -5.488
C -1.863 2.992 -6.576
C -1.637 1.634 -6.409
C -1.302 1.134 -5.161
H -5.708 -0.147 -0.847
H -4.390 -1.311 -0.796
H -4.314 0.071 -1.901
H -4.197 0.197 1.169
H -4.351 1.616 0.146
H -1.063 2.283 2.089
H -2.797 2.204 2.099
H -1.260 3.913 0.064
H -1.864 4.530 1.604
H -2.993 3.928 0.390
H -2.716 2.536 -1.916
H 0.703 -0.846 -4.587
H 1.786 -1.605 -3.449
H 1.902 1.359 -4.269
H 2.936 0.083 -4.905
H 3.079 0.543 -3.217
H -2.275 -0.955 -3.283
H -2.035 -1.810 -1.785
H -0.801 -2.516 -4.503
H -2.028 -3.417 -3.618
H -0.378 -3.358 -3.010
H -1.351 4.021 -3.390
H -1.937 4.907 -5.614
H -2.119 3.386 -7.550
H -1.729 0.959 -7.250
H -1.149 0.071 -5.028
F 0.691 -7.330 3.546
C 0.629 -6.303 2.732
C 1.059 -5.054 3.154
F 1.533 -4.860 4.376
C 0.968 -3.995 2.275
F 1.405 -2.816 2.687
C 0.441 -4.112 0.993
Se 0.134 -2.661 -0.250
C 0.014 -5.379 0.601
F -0.519 -5.527 -0.604
C 0.115 -6.466 1.452
F -0.289 -7.659 1.062

2S+1: 1
Net charge: +2
Molecular weight in g mol⁻¹: 1090.65
LUMO (alpha / beta) in eV: -8.300 / -8.361
HOMO energy (alpha / beta) in hartree: -0.4754 / -0.4752

[3]
C43H24N9Sr | wB97M-V/def2-TZVPD

Atoms and positions in Å:
Sr -0.875 1.009 -0.747
C 4.324 1.899 3.650
C 3.375 2.317 4.620
C 2.042 2.414 4.316
C 1.617 2.105 3.010
C 0.353 2.065 2.367
N 0.534 1.701 1.075
C 1.833 1.458 0.857
N 2.234 1.017 -0.450
C 1.979 -0.354 -0.765
C 2.832 -1.464 -0.624
C 4.195 -1.634 -0.305
C 4.714 -2.901 -0.281
C 3.904 -4.032 -0.569
C 2.575 -3.896 -0.872
C 2.012 -2.606 -0.907
C 0.701 -2.101 -1.120
N -0.448 -2.839 -1.333
C -1.623 -2.391 -1.066
N -1.998 -1.166 -0.470
C -3.287 -1.217 -0.139
N -4.013 -0.391 0.620
C -3.438 0.559 1.385
N -2.211 1.058 1.340
C -1.981 1.829 2.504
N -0.864 2.257 2.969
C -3.258 1.914 3.234
C -3.621 2.551 4.410
C -4.927 2.394 4.855
C -5.843 1.607 4.154
C -5.470 0.952 2.987
C -4.173 1.129 2.538
C -3.890 -2.472 -0.657
C -5.180 -2.967 -0.606
C -5.411 -4.219 -1.163
C -4.368 -4.954 -1.730
C -3.071 -4.458 -1.760
C -2.850 -3.201 -1.222
N 0.730 -0.759 -1.052
C 2.575 1.684 2.031
C 3.939 1.581 2.375
H 5.367 1.823 3.934
H 3.719 2.556 5.619
H 1.317 2.722 5.060
H 4.813 -0.773 -0.077
H 5.757 -3.053 -0.032
H 4.352 -5.018 -0.538
H 1.955 -4.762 -1.074
H -2.901 3.145 4.957
H -5.244 2.886 5.767
H -6.852 1.503 4.534
H -6.156 0.318 2.439
H -5.969 -2.391 -0.142
H -6.409 -4.640 -1.151
H -4.577 -5.932 -2.148
H -2.252 -5.026 -2.183
H 4.666 1.246 1.643
C -0.433 -0.975 -4.380
C 0.929 -1.254 -4.325
C 1.784 -0.296 -3.822
C 1.256 0.895 -3.326
N -0.055 1.174 -3.379
C -0.868 0.247 -3.916
C 2.145 1.946 -2.748
C 2.518 2.973 -3.618
C 3.272 4.051 -3.198
C 3.658 4.110 -1.864
C 3.312 3.100 -0.991
C 2.563 1.986 -1.407
H -1.144 -1.698 -4.755
H 1.310 -2.211 -4.656
H 2.846 -0.479 -3.736
H -1.924 0.501 -3.952
H 2.177 2.917 -4.646
H 3.543 4.836 -3.892
H 4.242 4.946 -1.500
H 3.616 3.149 0.046

2S+1: 1
Net charge: -1
ΔE to the lowest compared entry with this formula, charge and spin in kcal/mol: 0.00
Molecular weight in g mol⁻¹: 754.35
LUMO in eV: 1.919
HOMO energy in hartree: -0.1312

Q: molecular weight of number 1 (C20H33NO12P2)?
A: 541.43 g mol⁻¹